Computed, not measured: a structure of composition C35H29AuN3O4P2, with ωB97M-V/def2-TZVPD.

Each line ends with the Löwdin charge.
CARTESIAN COORDINATES (ANGSTROEM)
1 Au 0.345 -0.863 -0.153  1.077
2 C 1.754 1.270 1.746  -0.203
3 P 2.045 0.758 0.009  1.018
4 C 2.024 2.090 -1.177  -0.371
5 C 1.458 3.325 -0.869  -0.066
6 C 1.320 4.282 -1.861  -0.044
7 C 1.732 4.007 -3.157  -0.039
8 C 2.297 2.777 -3.468  -0.052
9 C 2.443 1.817 -2.482  -0.107
10 C 3.647 -0.062 -0.041  -0.344
11 C 3.764 -1.380 0.403  -0.093
12 C 5.009 -1.987 0.443  -0.063
13 C 6.137 -1.288 0.037  -0.057
14 C 6.025 0.023 -0.403  -0.056
15 C 4.784 0.640 -0.441  -0.074
16 C 1.371 0.005 2.464  -0.374
17 C 1.583 -0.507 3.721  -0.026
18 C 0.887 -1.749 3.799  -0.030
19 C 0.277 -1.958 2.586  -0.375
20 C -0.724 -2.961 2.069  -0.214
21 P -0.758 -2.880 0.227  0.987
22 C 0.327 -4.157 -0.435  -0.367
23 C 0.100 -4.654 -1.721  -0.112
24 C 1.001 -5.543 -2.287  -0.063
25 C 2.128 -5.938 -1.576  -0.055
26 C 2.351 -5.450 -0.297  -0.058
27 C 1.456 -4.558 0.276  -0.088
28 C -2.400 -3.106 -0.432  -0.377
29 C -3.100 -1.976 -0.858  -0.080
30 C -4.388 -2.115 -1.354  -0.050
31 C -4.969 -3.372 -1.424  -0.049
32 C -4.272 -4.499 -0.999  -0.057
33 C -2.987 -4.371 -0.504  -0.085
34 N 0.564 -0.877 1.787  -0.172
35 H 0.925 1.984 1.750  0.096
36 H 2.642 1.744 2.163  0.111
37 H 1.094 3.536 0.127  0.109
38 H 0.867 5.234 -1.625  0.119
39 H 1.600 4.748 -3.933  0.120
40 H 2.609 2.562 -4.482  0.120
41 H 2.877 0.854 -2.729  0.112
42 H 2.888 -1.929 0.728  0.072
43 H 5.098 -3.006 0.795  0.108
44 H 7.107 -1.766 0.066  0.114
45 H 6.904 0.570 -0.715  0.115
46 H 4.704 1.665 -0.779  0.111
47 H 2.146 -0.042 4.513  0.109
48 H 0.816 -2.384 4.667  0.108
49 H -1.736 -2.695 2.390  0.104
50 H -0.535 -3.983 2.400  0.101
51 H -0.795 -4.370 -2.264  0.110
52 H 0.815 -5.942 -3.275  0.115
53 H 2.826 -6.637 -2.017  0.115
54 H 3.220 -5.770 0.262  0.114
55 H 1.646 -4.173 1.271  0.105
56 H -2.643 -0.993 -0.798  0.087
57 H -4.932 -1.242 -1.685  0.118
58 H -5.971 -3.479 -1.814  0.116
59 H -4.732 -5.475 -1.057  0.114
60 H -2.441 -5.249 -0.179  0.116
61 O -1.043 2.114 -5.239  0.136
62 C -0.391 0.993 -5.423  -0.511
63 O 0.072 0.652 -6.483  0.108
64 C -0.116 0.131 -4.221  -0.036
65 C 0.586 -1.049 -4.340  0.026
66 N 0.749 -1.554 -3.110  0.057
67 N 0.165 -0.757 -2.199  -0.101
68 C -0.361 0.281 -2.842  -0.120
69 C -1.036 1.379 -2.022  -0.622
70 O -1.497 2.329 -2.667  0.046
71 O -1.006 1.218 -0.786  -0.078
72 H -1.286 2.260 -4.266  0.076
73 H 0.966 -1.535 -5.222  0.151
74 H 1.185 -2.420 -2.824  0.150

The total charge is +1.



Computed, not measured: a structure of composition C35H29F5N4O6PRb, with ωB97M-V/def2-TZVPD.

Each line ends with the Löwdin charge.
CARTESIAN COORDINATES (ANGSTROEM)
1 Rb -0.596 0.854 -0.216  0.908
2 C 0.782 -0.786 -3.438  -0.115
3 N 0.647 -1.582 -2.235  -0.288
4 C 1.948 -1.945 -1.715  -0.093
5 C -0.210 -2.729 -2.456  -0.224
6 C -0.384 -3.624 -1.226  -0.266
7 N -0.553 -2.840 -0.029  0.039
8 C -0.809 -3.429 1.109  -0.232
9 C -0.800 -2.631 2.305  -0.179
10 F -0.438 -1.327 2.159  0.014
11 C -1.073 -3.104 3.556  -0.251
12 F -0.993 -2.267 4.615  0.059
13 C -1.401 -4.433 3.793  0.003
14 C -1.384 -5.253 2.677  -0.254
15 F -1.664 -6.568 2.852  0.044
16 C -1.089 -4.810 1.413  -0.142
17 F -1.064 -5.750 0.422  0.028
18 H 1.328 -1.325 -4.238  0.079
19 H 1.321 0.134 -3.204  0.066
20 H -0.207 -0.523 -3.821  0.084
21 H 2.502 -2.609 -2.407  0.089
22 H 1.831 -2.440 -0.752  0.080
23 H 2.533 -1.042 -1.565  0.059
24 H 0.175 -3.360 -3.284  0.112
25 H -1.190 -2.349 -2.759  0.114
26 H 0.498 -4.279 -1.142  0.106
27 H -1.236 -4.285 -1.435  0.106
28 H -1.632 -4.799 4.781  0.108
29 O 1.141 3.860 -2.292  0.002
30 C 1.882 3.135 -1.622  -0.671
31 O 1.807 1.872 -1.479  -0.255
32 C 3.032 3.746 -0.831  -0.132
33 C 3.674 4.909 -1.236  -0.029
34 C 4.794 5.352 -0.554  -0.099
35 C 5.268 4.641 0.543  -0.098
36 C 4.602 3.507 0.978  -0.103
37 C 3.464 3.060 0.308  -0.285
38 P 2.536 1.535 0.791  1.097
39 C 2.566 1.661 2.651  -0.355
40 C 2.108 0.545 3.363  -0.126
41 C 1.813 0.620 4.714  -0.081
42 C 1.933 1.830 5.384  -0.103
43 C 2.333 2.959 4.687  -0.098
44 C 2.636 2.878 3.334  -0.102
45 C 3.969 0.417 0.459  -0.325
46 C 4.510 0.428 -0.831  -0.106
47 C 5.583 -0.382 -1.161  -0.091
48 C 6.142 -1.226 -0.212  -0.113
49 C 5.622 -1.240 1.072  -0.098
50 C 4.549 -0.424 1.406  -0.081
51 H 3.291 5.439 -2.100  0.111
52 H 5.309 6.247 -0.886  0.090
53 H 6.161 4.973 1.061  0.092
54 H 4.968 2.959 1.839  0.109
55 H 1.932 -0.383 2.828  0.099
56 H 1.447 -0.255 5.237  0.103
57 H 1.675 1.899 6.434  0.095
58 H 2.385 3.918 5.189  0.094
59 H 2.910 3.778 2.800  0.091
60 H 4.066 1.076 -1.576  0.101
61 H 5.982 -0.360 -2.169  0.097
62 H 6.976 -1.869 -0.470  0.089
63 H 6.054 -1.891 1.824  0.094
64 H 4.174 -0.439 2.420  0.084
65 F -2.129 0.914 5.894  0.065
66 C -3.089 0.320 5.155  -0.185
67 C -2.890 0.100 3.842  0.046
68 N -3.826 -0.512 3.053  0.038
69 C -3.643 -0.607 1.603  -0.020
70 C -3.214 0.736 0.918  -0.806
71 O -2.960 1.703 1.661  -0.050
72 O -3.156 0.674 -0.324  -0.207
73 C -5.003 -0.982 3.593  -0.463
74 O -5.882 -1.534 2.955  0.056
75 N -5.145 -0.758 4.950  0.206
76 C -4.281 -0.106 5.829  -0.414
77 O -4.577 0.024 7.006  0.049
78 H -1.966 0.384 3.373  0.141
79 H -4.593 -0.909 1.178  0.121
80 H -2.905 -1.369 1.346  0.116
81 H -5.996 -1.114 5.352  0.156

The total charge is -2.



Computed, not measured: a structure of composition C35H29FMgN5O7, with ωB97M-V/def2-TZVPD.

Each line ends with the Löwdin charge.
CARTESIAN COORDINATES (ANGSTROEM)
1 Mg 0.113 -2.412 -0.688  0.687
2 F -3.148 2.116 -1.383  0.061
3 C -2.847 1.554 -0.188  -0.193
4 C -2.829 0.200 -0.058  0.090
5 C -2.372 -0.367 1.135  -0.062
6 C -1.930 -1.768 1.073  -0.329
7 O -2.086 -2.424 0.039  0.030
8 C -1.163 -2.214 2.209  -0.026
9 C -1.090 -1.435 3.308  0.046
10 N -1.548 -0.146 3.376  0.000
11 C -1.217 0.655 4.515  -0.286
12 C -2.334 1.212 5.351  -0.097
13 C -1.479 0.091 5.875  -0.089
14 C -2.044 0.444 2.222  -0.121
15 C -2.077 1.835 2.067  0.065
16 C -2.397 2.378 0.833  -0.164
17 N -2.076 3.746 0.598  -0.119
18 C -0.650 3.977 0.357  -0.108
19 C -0.321 5.375 0.917  -0.068
20 N -1.644 6.057 1.096  0.022
21 C -2.438 5.989 -0.168  -0.076
22 C -2.869 4.515 -0.338  -0.140
23 C -0.264 -3.443 2.140  -0.610
24 O -0.051 -4.069 3.180  0.012
25 O 0.267 -3.616 1.003  -0.060
26 H -3.012 -0.448 -0.903  0.135
27 H -0.552 -1.794 4.175  0.145
28 H -0.330 1.272 4.394  0.153
29 H -3.337 0.960 5.035  0.108
30 H -2.209 2.200 5.774  0.095
31 H -1.926 -0.891 5.921  0.109
32 H -0.758 0.306 6.650  0.103
33 H -1.756 2.492 2.863  0.113
34 H -0.405 3.924 -0.710  0.134
35 H -0.062 3.212 0.855  0.135
36 H 0.270 5.978 0.232  0.133
37 H 0.165 5.345 1.891  0.133
38 H -1.551 6.999 1.464  0.177
39 H -2.149 5.458 1.762  0.174
40 H -1.774 6.316 -0.966  0.133
41 H -3.278 6.676 -0.098  0.128
42 H -2.714 4.228 -1.382  0.127
43 H -3.925 4.381 -0.101  0.138
44 C 3.077 -5.749 -1.697  -0.075
45 C 3.357 -5.447 -3.024  -0.077
46 C 2.533 -4.574 -3.710  -0.017
47 C 1.431 -4.008 -3.056  -0.221
48 N 1.207 -4.274 -1.766  0.080
49 C 1.993 -5.117 -1.108  -0.140
50 C 0.452 -3.101 -3.707  -0.215
51 C 0.333 -3.097 -5.101  -0.068
52 C -0.616 -2.297 -5.717  -0.124
53 C -1.441 -1.505 -4.926  -0.121
54 C -1.302 -1.526 -3.544  -0.131
55 C -0.367 -2.318 -2.877  -0.080
56 H 3.694 -6.427 -1.123  0.095
57 H 4.220 -5.878 -3.517  0.099
58 H 2.755 -4.308 -4.733  0.098
59 H 1.738 -5.261 -0.063  0.107
60 H 0.961 -3.733 -5.717  0.089
61 H -0.714 -2.296 -6.796  0.085
62 H -2.189 -0.869 -5.389  0.085
63 H -1.957 -0.875 -2.969  0.073
64 O 5.471 2.235 -0.056  -0.068
65 C 5.695 1.009 -0.052  -0.701
66 O 6.757 0.386 0.132  -0.062
67 C 4.438 0.109 -0.231  -0.098
68 C 4.511 -1.268 -0.056  0.000
69 C 3.362 -2.032 -0.172  -0.101
70 N 2.166 -1.515 -0.438  0.077
71 C 2.088 -0.189 -0.608  -0.165
72 C 3.192 0.646 -0.533  0.050
73 C 0.687 0.385 -0.745  -0.571
74 O 0.535 1.521 -1.215  0.010
75 O -0.211 -0.381 -0.288  -0.071
76 H 5.468 -1.713 0.180  0.108
77 H 3.391 -3.108 -0.035  0.101
78 H 3.082 1.711 -0.669  0.114

The total charge is -1.



| no. | HOMO-LUMO gap (eV) | electronic energy (Ha) |
| --- | --- | --- |
| 1 | 7.2 | -2634.6277 |
| 2 | 5.7 | -2886.5411 |
| 3 | 5.0 | -2451.7076 |